Entry 1:
Density functional theory data (ωB97M-V with the def2-TZVPD basis set) for C4H5NO in the gas phase at a distorted geometry.

Results
Gap between HOMO and LUMO, Eh: 0.40621
E_HOMO, eV: -10.60
Relative energy (zero: lowest compared OMol25 entry of this formula, charge and spin), kJ/mol: 79.2
SMILES: C[C@@H](C#N)C=O
Total charge: 0

Geometry (Å):
1 C 0.0026 -0.8219 1.0479
2 C -0.0321 -0.2562 -0.3758
3 C 0.8592 0.9869 -0.5009
4 O 1.1448 1.6771 0.4400
5 C -1.3225 0.2630 -0.8652
6 N -2.2365 0.8076 -1.3216
7 H -0.5108 -0.1657 1.7539
8 H 1.0514 -0.8858 1.3606
9 H -0.4339 -1.8238 1.0927
10 H 0.3016 -1.0118 -1.0999
11 H 1.1761 1.2306 -1.5318

Cartesian forces (eV/Å) of the 2 atoms listed first:
-0.05 0.00 0.05
0.03 0.00 0.05

These are the Löwdin partial charges, in e, on atoms 1 to 4: C -0.053; C -0.314; C -0.234; O 0.087

---

Entry 2:
Density functional theory data (ωB97M-V with the def2-TZVPD basis set) for a gas-phase ion, C4H6Cl2N3 (charge +1) at a distorted geometry.

Results
Gap between HOMO and LUMO (spin up / spin down), Eh: 0.18667 / 0.32543
E_HOMO (spin up / spin down), eV: -12.36 / -14.07
Relative energy (zero: lowest compared OMol25 entry of this formula, charge and spin), kJ/mol: 467.6
Total charge: +1

Geometry (Å):
1 C 1.0100 1.5018 0.7659
2 C -0.7380 -1.4653 -0.1332
3 C -0.6375 0.8032 -0.7212
4 C 2.2077 1.1354 -0.0319
5 N -0.2489 1.4951 0.4169
6 N -1.4116 -0.3876 -0.2998
7 N -1.2217 -2.6223 0.2162
8 Cl 1.3860 2.2496 2.2579
9 Cl 3.7386 1.2947 0.5438
10 H -1.3676 1.3604 -1.3274
11 H 0.1624 0.2337 -1.4037
12 H 2.1301 0.8252 -0.9582
13 H -2.2644 -0.1016 0.0728
14 H -0.5792 -3.4413 0.1209
15 H -2.1658 -2.8811 0.4809

Cartesian forces (eV/Å) of the 2 atoms listed first:
0.46 0.53 -1.12
-2.90 -0.62 0.30

These are the Löwdin partial charges, in e, on atoms 1 to 4: C -0.774; C 0.001; C -0.233; C -0.548

---

Entry 3:
Density functional theory data (ωB97M-V with the def2-TZVPD basis set) for a molecular structure, C11H19As2CoN5O4S at a distorted geometry.

Results
Gap between HOMO and LUMO (spin up / spin down), Eh: 0.28675 / 0.28678
E_HOMO (spin up / spin down), eV: -12.59 / -12.59
Relative energy (zero: lowest compared OMol25 entry of this formula, charge and spin), kJ/mol: 0.0
Total charge: +1

Geometry (Å):
1 Co 1.4032 0.3031 -1.1748
2 C 2.0243 -0.0658 2.8201
3 As 0.9888 -0.4335 1.2209
4 C 0.5578 -2.3084 1.1952
5 C -0.6014 0.5138 1.8491
6 C -1.0363 0.4056 3.1724
7 C -2.1135 1.1615 3.5995
8 C -2.7550 2.0408 2.7246
9 C -2.3253 2.1512 1.4166
10 C -1.2412 1.3803 0.9932
11 As -0.6329 1.3857 -0.7929
12 C -0.4849 3.2427 -1.3037
13 C -2.1933 0.7661 -1.7481
14 H 1.5377 -0.5479 3.6667
15 H 2.0443 1.0105 2.9789
16 H 3.0267 -0.4497 2.6933
17 H 0.1537 -2.5977 2.1649
18 H 1.4722 -2.8579 0.9894
19 H -0.1817 -2.4991 0.4183
20 H -0.5474 -0.2598 3.8711
21 H -2.4537 1.0734 4.6224
22 H -3.5889 2.6372 3.0688
23 H -2.8266 2.8331 0.7405
24 H 0.2135 3.7358 -0.6304
25 H -1.4580 3.7274 -1.2548
26 H -0.1003 3.3027 -2.3208
27 H -3.0428 1.3958 -1.4883
28 H -2.3993 -0.2636 -1.4700
29 H -2.0111 0.8243 -2.8204
30 O 4.8950 0.7482 0.1461
31 S 3.5900 0.3013 -0.1647
32 O 3.1487 -0.8961 0.5793
33 O 3.2790 -0.0283 -1.6072
34 O 2.4806 1.3825 0.0041
35 N -1.1063 -3.8111 -3.0700
36 N -0.1922 -2.7811 -3.0033
37 N 0.9126 -2.7803 -3.7135
38 C 1.5226 -1.6982 -3.2625
39 N 0.7763 -1.0892 -2.3274
40 N -0.3193 -1.8120 -2.1607
41 H -0.8692 -4.3670 -3.8847
42 H -2.0384 -3.4208 -3.1565
43 H 2.4920 -1.3557 -3.5806

Cartesian forces (eV/Å) of the 2 atoms listed first:
-0.14 0.37 2.20
0.15 0.09 -0.02

These are the Löwdin partial charges, in e, on atoms 1 to 4: Co 0.225; C -0.178; As 1.249; C -0.205